Here is one molecule with the formula C12H27NO2Si from OMol25. Energies are from wB97M-V/def2-TZVPD.

```
43
Properties=species:S:1:pos:R:3:nbo_charge:R:1
O -0.01756 -0.83857 -1.18096 -0.93
O -0.94893 -3.06379 -0.09764 -0.90
N -1.28865 0.76581 1.36576 -0.67
C 2.23238 -0.36695 -1.29112 -0.62
C -0.47207 -5.19391 -1.09452 -0.63
C 1.25288 -1.49765 -1.40679 -0.07
C -0.95948 -3.82335 -1.24985 -0.06
C 1.69224 3.79076 0.82794 -0.41
C 0.93241 3.32189 -0.40456 -0.41
C 0.97051 3.61676 2.13115 -0.40
C -0.34827 2.56377 -0.07973 -0.42
C 0.63157 2.12576 2.29179 -0.44
C -0.00699 1.48918 1.04397 -0.04
C -2.91153 -1.17398 -0.92691 -1.19
C -1.28456 -0.68976 1.49618 -0.72
Si -1.26799 -1.43794 -0.20270 2.13
H -2.11478 1.11092 0.89549 0.36
H 3.30507 -0.62118 -1.55788 0.21
H 2.20662 0.08577 -0.25754 0.21
H 1.99191 0.37004 -2.02149 0.21
H 0.58423 -5.37950 -1.01238 0.21
H -0.74828 -5.76098 -1.98092 0.21
H -0.85526 -5.64109 -0.20851 0.22
H 1.44192 -2.15212 -0.50482 0.18
H 1.19506 -1.99048 -2.40123 0.19
H -0.33540 -3.28378 -1.93550 0.16
H -2.02603 -3.87571 -1.58087 0.16
H 2.61092 3.27704 0.99304 0.20
H 1.94173 4.85117 0.60632 0.21
H 0.71052 4.10969 -1.15122 0.20
H 1.69423 2.77192 -0.95297 0.21
H 0.18863 4.28784 2.35066 0.20
H 1.79254 3.84256 2.90154 0.20
H -1.21889 3.20336 0.14482 0.21
H -0.53807 1.96917 -0.96749 0.22
H -0.07005 2.04094 3.12551 0.23
H 1.49244 1.53574 2.73334 0.20
H 0.63404 0.70294 0.62230 0.20
H -3.05032 -1.49928 -1.91228 0.25
H -3.79056 -1.42613 -0.30339 0.25
H -2.83804 -0.07525 -0.92286 0.23
H -2.08212 -1.05538 2.15119 0.23
H -0.32801 -0.98627 1.92515 0.22
```

structure (SMILES)	CCO[Si](C)(CNC1CCCCC1)OCC
energy above the lowest of the compared OMol25 structures with the same formula, charge and spin	28.3	kcal/mol
2S+1	1